[1]
13
Properties=species:S:1:pos:R:3:forces:R:3 method="wB97M-V/def2-TZVPD" largest_force_ev_per_a=0.36 mol_weight_da=89.09 energy_ev=-8808.48678 homo_ev=-7.6 de_lowest_kj_mol=197.0
C -1.6406 0.4453 -0.9918 -0.15 0.16 -0.13
N -0.8162 -0.2386 -0.0101 0.18 -0.11 0.06
C 0.4018 0.2818 0.3771 0.07 -0.27 -0.02
O 0.3919 1.6369 0.5011 0.16 0.03 0.07
C 1.4711 -0.4791 0.6591 -0.01 0.36 0.00
O 1.4341 -1.8411 0.3694 -0.03 -0.16 0.22
H -2.6984 0.3201 -0.7416 0.14 0.01 -0.05
H -1.4144 1.5116 -0.9730 -0.06 -0.13 0.00
H -1.4781 0.0728 -2.0120 0.03 0.06 0.13
H -0.7260 -1.2348 -0.1596 -0.06 0.10 0.04
H 2.3885 -0.0745 1.0814 -0.14 -0.03 -0.10
H 1.2942 1.9222 0.6946 -0.15 0.00 -0.04
H 1.3921 -2.3226 1.2054 0.01 -0.01 -0.17

***

[2]
13
Properties=species:S:1:pos:R:3:forces:R:3 method="wB97M-V/def2-TZVPD" largest_force_ev_per_a=1.57 mol_weight_da=89.09 energy_ev=-8807.52723 homo_ev=-7.6 de_lowest_kj_mol=289.6
C 1.6604 0.9857 -0.2164 0.18 0.27 -0.19
O 0.9330 0.4826 0.8844 -0.12 0.38 0.27
C 0.2667 -0.6836 0.5558 -0.22 0.44 0.66
C -1.0046 -0.6587 0.0404 0.44 0.26 0.24
O -1.3203 -1.8201 -0.5628 0.28 -0.13 0.33
N -1.9019 0.3427 0.0774 0.17 0.06 -0.16
H 0.9936 1.3066 -1.0302 0.07 -0.04 0.12
H 2.3535 0.2371 -0.6241 -0.11 0.07 0.16
H 2.2224 1.8509 0.1429 -0.02 -0.07 -0.07
H 0.4514 -1.5134 1.2386 0.39 -0.22 -0.49
H -0.3615 -2.1028 -0.5439 -1.10 -0.88 -0.69
H -2.6700 0.4180 -0.5680 0.19 -0.05 -0.08
H -1.6226 1.1550 0.6060 -0.14 -0.08 -0.10

***

[3]
13
Properties=species:S:1:pos:R:3:forces:R:3 method="wB97M-V/def2-TZVPD" multiplicity=2 largest_force_ev_per_a=2.98 total_charge=+1 mol_weight_da=89.09 energy_ev=-8799.56728 homo_ev="-14.9 / -14.9" de_lowest_kj_mol=139.4 s_squared=0.7646
C -1.0671 -0.8366 0.0398 2.78 -0.03 0.51
C -1.6398 -1.8167 0.8338 -1.89 0.62 0.16
N 0.2680 -0.5778 0.0774 -2.72 -1.22 0.07
H -1.6435 -0.2588 -0.6598 -0.28 0.00 -0.38
H -2.7205 -1.6923 0.9686 0.34 -0.48 -0.03
H -1.1772 -2.6997 1.2450 0.48 0.20 0.19
H 0.7689 -0.8535 0.9180 0.51 -0.37 -0.57
H 0.7153 1.4082 0.5742 -0.07 0.80 1.48
H 0.7129 -0.3866 -0.8064 0.77 0.65 0.10
O 0.8244 2.3173 0.2467 -0.76 -0.92 -0.85
C 1.4871 1.9125 -0.8754 0.98 0.89 0.33
O 2.4503 1.2063 -0.7640 -0.51 -0.33 -0.87
H 1.0214 2.2777 -1.7978 0.38 0.19 -0.15

***

[4]
14
Properties=species:S:1:pos:R:3:forces:R:3 method="wB97M-V/def2-TZVPD" largest_force_ev_per_a=4.13 total_charge=+1 mol_weight_da=120.07 energy_ev=-18090.80263 homo_ev=-16.0 de_lowest_kj_mol=10.6
C 0.0142 1.4938 0.8235 2.48 0.68 2.53
C 1.2481 0.8225 -1.1180 0.39 -0.95 -1.68
C -1.2884 -1.5265 0.2279 1.47 -0.18 -1.70
N 0.2135 0.8710 -0.4652 -2.86 -0.70 1.56
O -1.3017 1.0803 1.0594 0.23 1.67 2.37
O -2.5693 0.5522 -1.0948 -0.89 0.58 -1.26
P -1.5313 0.2228 -0.1799 -0.47 -3.77 -1.61
H 0.7295 1.2082 1.6665 -0.89 -0.67 -1.24
H 0.2042 2.5461 0.8272 -0.81 1.02 -0.55
H 2.0504 1.3116 -0.7480 2.80 1.66 1.05
H 1.3835 0.2756 -2.0080 -0.35 -0.63 -1.11
H -0.2388 -1.6633 0.4658 0.39 0.19 0.37
H -1.4086 -2.2721 -0.5925 -0.46 1.04 0.19
H -1.8148 -1.8899 1.0656 -1.01 0.05 1.06

***

[5]
14
Properties=species:S:1:pos:R:3:forces:R:3 method="wB97M-V/def2-TZVPD" largest_force_ev_per_a=2.59 mol_weight_da=121.16 energy_ev=-19644.57863 homo_ev=-9.1 de_lowest_kj_mol=99.0 smiles="N[C@H](CS)C(=O)O"
O -2.0214 0.7951 -0.4957 -0.67 1.16 -0.12
C -1.5979 0.0382 0.3041 0.86 -2.44 0.09
O -2.3704 -0.8508 1.0203 0.44 0.93 0.58
C -0.1027 -0.2934 0.4887 -0.06 0.90 0.35
C 0.5058 -0.2254 -0.8917 1.57 -0.97 -1.00
S 2.3665 -0.1719 -0.8389 -0.34 -0.41 0.66
N 0.4781 0.7513 1.3288 -0.29 0.54 -0.39
H -3.1408 -0.3665 1.3368 -0.54 -0.17 -0.33
H 0.0362 -1.2546 1.0031 -0.35 -0.16 -0.69
H 0.2741 0.6387 -1.4910 -0.67 0.44 0.43
H 0.2616 -1.1040 -1.5024 -0.20 0.10 0.37
H 2.5012 0.2181 -2.0922 0.07 0.15 -0.45
H -0.0629 0.9218 2.1594 0.07 -0.13 0.30
H 1.4360 0.5379 1.5530 0.10 0.06 0.20

***

[6]
14
Properties=species:S:1:pos:R:3:forces:R:3 method="wB97M-V/def2-TZVPD" largest_force_ev_per_a=5.78 mol_weight_da=121.16 energy_ev=-19637.11477 homo_ev="-9.5 / -9.2" de_lowest_kj_mol=819.1
C 0.6384 1.3155 -0.7511 0.51 0.27 1.54
C 0.8277 1.1077 0.8564 2.12 -2.40 -4.81
C -1.5188 -1.7061 -0.0890 0.10 1.18 3.74
N -0.1968 0.2338 -1.1016 -0.90 -0.86 -0.74
O -3.2537 1.0292 -0.2476 4.05 -1.82 0.67
O -0.4276 0.7901 1.2177 -3.57 -0.08 2.59
S -1.3110 0.1358 -0.0678 -2.77 0.96 -0.96
H 0.0961 2.2561 -0.8529 0.60 0.49 -0.38
H 1.5435 1.1697 -1.3163 0.42 0.72 -0.09
H 1.4505 0.2098 0.9646 0.19 0.02 0.05
H 1.4237 1.8947 1.2032 -0.48 1.78 1.41
H -2.5343 -2.0034 -0.1205 -1.11 0.06 0.34
H -1.0600 -1.9624 -0.9696 1.50 -0.61 -1.87
H -0.9981 -2.0571 0.8663 -0.64 0.28 -1.49

***

[7]
14
Properties=species:S:1:pos:R:3:forces:R:3 method="wB97M-V/def2-TZVPD" largest_force_ev_per_a=6.79 mol_weight_da=121.16 energy_ev=-19643.28213 homo_ev=-8.8 de_lowest_kj_mol=224.0 smiles="N[C@@H](CS)C(=O)O"
O 2.3182 0.6842 0.4132 -1.55 -3.34 0.70
C 1.5721 -0.3140 0.3464 -1.97 5.53 -3.41
O 1.7901 -1.3931 -0.3515 1.10 -1.92 -0.62
C -0.1408 -0.1849 0.4132 4.24 -1.72 1.08
C -0.8296 0.6179 -0.7070 1.63 1.77 0.42
S -2.4097 -0.1075 -1.1186 -0.10 -0.13 -1.76
N -0.1472 0.2097 1.8015 -1.10 2.84 -0.32
H 2.6390 -1.3846 -0.8272 0.17 0.14 0.50
H -0.3909 -1.2729 0.3565 -0.29 1.01 -0.12
H -0.9866 1.7127 -0.4506 0.21 -1.31 0.29
H -0.1391 0.7267 -1.5804 -0.71 -0.62 0.53
H -2.1471 -0.0987 -2.4829 -0.52 -0.15 1.14
H -0.4110 1.2256 1.9045 0.19 -1.78 0.25
H -0.7176 -0.4211 2.2828 -1.32 -0.34 1.32

***

[8]
14
Properties=species:S:1:pos:R:3:forces:R:3 method="wB97M-V/def2-TZVPD" largest_force_ev_per_a=3.00 mol_weight_da=121.16 energy_ev=-19644.31546 homo_ev=-9.2 de_lowest_kj_mol=124.3 smiles="O=C(O)NCCS"
C 0.3799 -0.9039 0.5052 -0.19 1.93 1.51
C -0.1988 0.4418 0.9941 0.39 0.17 -1.64
S -0.2932 0.7128 2.7622 -0.10 0.53 0.09
N 0.3206 -1.0731 -0.9059 0.18 -0.03 -0.02
C -0.0589 -0.1333 -1.8343 0.57 -1.65 -0.28
O 0.9914 -0.1995 -2.8065 -2.71 1.28 0.02
O -1.1216 0.4512 -1.8499 1.91 0.15 -0.61
H 1.4280 -0.8513 0.8922 -0.56 -0.42 -0.49
H -0.1435 -1.6546 0.9808 -0.86 -2.04 1.12
H -1.2609 0.6785 0.8229 0.48 -0.55 -1.02
H 0.4507 1.0450 0.3025 -0.73 1.01 1.49
H 0.6871 -0.0293 3.2136 0.85 -0.45 0.14
H 0.9884 -1.7545 -1.2099 0.33 0.22 -0.52
H 0.6046 0.2330 -3.5947 0.45 -0.16 0.21

***

[9]
14
Properties=species:S:1:pos:R:3:forces:R:3 method="wB97M-V/def2-TZVPD" largest_force_ev_per_a=1.61 mol_weight_da=121.16 energy_ev=-19644.79723 homo_ev=-9.4 de_lowest_kj_mol=77.9 smiles="N[C@@H](CS)C(=O)O"
O 0.6162 -0.4990 2.1374 0.09 0.00 0.19
C 1.0465 0.1567 1.2264 -0.33 0.21 0.25
O 2.2537 0.7741 1.3057 -0.84 0.30 -0.40
C 0.1789 0.4373 -0.0073 0.91 -0.59 -0.14
C -0.9704 -0.5827 0.0056 -0.62 1.06 -1.04
S -1.8895 -0.3253 -1.5905 0.48 -0.11 -0.19
N 1.0022 0.4188 -1.2101 0.14 -0.34 -0.60
H 2.3641 0.9260 2.2542 0.46 -0.32 0.10
H -0.1641 1.4642 0.1203 -0.30 0.01 0.01
H -0.5384 -1.5750 0.0674 -0.38 -0.18 0.17
H -1.7267 -0.3311 0.7396 0.36 -0.42 0.54
H -3.1315 -0.6867 -1.2611 0.04 -0.10 0.38
H 1.4671 -0.4760 -1.3492 0.08 0.04 0.43
H 0.4420 0.4901 -2.0579 -0.10 0.45 0.30

***

[10]
14
Properties=species:S:1:pos:R:3:forces:R:3 method="wB97M-V/def2-TZVPD" largest_force_ev_per_a=4.88 mol_weight_da=121.16 energy_ev=-19640.88390 homo_ev=-9.1 de_lowest_kj_mol=455.4 smiles="CC(C)=S.O=NO"
C 0.5105 -0.1066 1.2698 1.06 4.47 -1.38
C 1.3146 -0.4632 -1.1730 3.72 -1.69 2.67
C 0.8047 0.4783 -0.1276 -0.44 0.81 -0.26
N -2.0769 -0.3827 0.0760 -1.26 -1.44 -0.87
O -2.8749 -1.2398 -0.1969 1.19 2.04 0.70
O -2.6096 0.8818 0.0552 2.12 1.31 -0.13
S 0.5473 2.0417 -0.5528 -0.11 -0.41 0.49
H 1.4579 -0.2420 1.6964 1.59 -0.73 0.72
H -0.0058 -0.9711 1.1386 -1.56 -2.38 0.19
H 0.0797 0.7168 1.8707 -0.39 -0.86 -0.25
H 1.3990 -1.4506 -0.5956 -0.28 0.82 -1.50
H 2.4373 -0.2577 -1.4857 -2.24 0.02 0.69
H 0.7601 -0.5145 -2.0564 -1.06 -0.09 -1.16
H -1.7439 1.5096 0.0814 -2.33 -1.87 0.08

***

[11]
14
Properties=species:S:1:pos:R:3:forces:R:3 method="wB97M-V/def2-TZVPD" multiplicity=3 largest_force_ev_per_a=7.91 mol_weight_da=121.16 energy_ev=-19637.82858 homo_ev="-7.8 / -9.8" de_lowest_kj_mol=447.1 s_squared=2.0085
C -0.7806 -2.7089 -0.4065 3.36 3.08 -1.93
C 1.9680 3.3648 1.5247 -0.25 1.25 0.90
C 0.2081 -1.7230 -0.5193 -1.16 -1.68 -3.39
N 3.5364 0.6026 0.3574 -2.09 3.14 4.93
O 3.9575 -1.5968 -0.7986 0.21 -5.74 1.24
O 1.1843 2.4988 1.7701 -0.21 -0.40 0.13
S 3.7947 -0.1898 -0.9065 1.20 2.96 -7.23
H -1.0213 -2.9555 0.5801 -0.92 -0.69 1.14
H -1.1997 -3.2033 -1.3190 0.42 0.47 1.22
H 2.6044 3.3284 0.6443 0.40 0.00 -0.34
H 2.0433 4.2914 2.1982 0.06 -0.88 -0.69
H 0.7007 -1.1494 0.2683 -0.46 -0.49 0.10
H 0.6338 -1.4443 -1.6282 -1.24 -0.67 2.86
H 3.7448 0.1932 1.2397 0.68 -0.35 1.04

***

[12]
15
Properties=species:S:1:pos:R:3:forces:R:3 method="wB97M-V/def2-TZVPD" largest_force_ev_per_a=3.12 mol_weight_da=153.23 energy_ev=-30477.26815 homo_ev="-8.3 / -8.3" de_lowest_kj_mol=318.5
C 0.6666 0.5761 1.0372 0.40 0.00 -0.05
C 1.2813 -0.0084 -0.2414 0.70 0.44 0.06
C -0.7069 1.1308 0.7554 -0.18 -0.92 -0.39
N 0.5761 -1.1695 -0.7013 -2.72 0.31 1.50
O -2.3319 0.0361 -1.1349 0.36 -0.05 -0.34
O -2.1937 -1.1107 1.0444 0.42 -0.27 0.22
S 0.4599 -1.3482 -2.3277 0.04 -0.10 -0.60
S -1.5483 -0.3462 0.0113 1.16 0.37 -0.35
H 0.5827 -0.2122 1.7868 0.13 0.01 0.08
H 1.3407 1.3490 1.4097 -0.08 -0.02 0.06
H 1.3518 0.7788 -1.0038 0.01 0.06 0.01
H 2.3029 -0.3349 -0.0097 -0.03 0.08 -0.05
H -1.2609 1.4012 1.6453 -0.17 -0.01 0.07
H -0.7076 1.9208 0.0117 -0.07 0.06 -0.08
H 0.1872 -2.6628 -2.2833 0.03 0.03 -0.13